ORCA calculation (ωB97M-V/def2-TZVPD) on a molecular structure, C35H36BrClDyN at a distorted geometry.

Structure (XYZ):
```
75
C35H36BrClDyN, DFT ωB97M-V/def2-TZVPD
Dy -0.168 0.640 -1.270
C 0.328 3.249 -0.255
C -0.702 2.735 0.604
C -0.078 2.365 1.821
C 1.290 2.651 1.726
C 1.547 3.195 0.456
C 2.878 3.706 -0.017
C 2.283 2.463 2.836
C -0.776 1.820 3.032
C -2.169 3.083 0.496
C 0.103 3.982 -1.563
H 3.073 4.711 0.380
H 2.908 3.756 -1.103
H 3.685 3.049 0.311
H 2.336 1.416 3.147
H 1.995 3.049 3.717
H 3.279 2.783 2.531
H -1.005 2.611 3.754
H -0.156 1.078 3.536
H -1.716 1.350 2.748
H -2.357 4.054 0.973
H -2.786 2.343 1.005
H -2.502 3.142 -0.540
H -0.125 5.041 -1.382
H -0.729 3.554 -2.138
H 1.001 3.943 -2.185
Br 2.320 1.043 -2.474
C -1.236 0.486 -3.499
C -1.150 0.345 -4.878
C -2.272 0.221 -5.715
C -3.537 0.264 -5.197
C -3.724 0.423 -3.808
C -5.005 0.465 -3.218
C -5.120 0.579 -1.861
C -3.976 0.666 -1.049
C -2.676 0.659 -1.538
C -2.581 0.526 -2.973
H -0.172 0.319 -5.360
H -2.135 0.097 -6.790
H -4.413 0.170 -5.841
H -5.885 0.382 -3.854
H -6.109 0.603 -1.400
H -4.150 0.728 0.028
C 3.129 -3.627 0.397
C 1.646 -3.832 0.190
C 1.249 -5.154 0.322
C -0.035 -5.595 0.074
C -0.938 -4.657 -0.398
C -0.608 -3.327 -0.512
C -1.668 -2.402 -1.030
C 0.686 -2.820 -0.147
N 0.832 -1.470 -0.166
H 3.625 -4.595 0.299
H 3.361 -3.242 1.391
H 3.566 -2.967 -0.344
H 1.993 -5.888 0.617
H -0.313 -6.633 0.210
H -1.937 -4.968 -0.682
H -2.597 -2.947 -1.193
H -1.361 -1.954 -1.984
H -1.867 -1.594 -0.316
Cl 4.701 -0.347 1.815
C 3.289 -0.884 2.664
C 3.380 -1.031 4.038
C 2.263 -1.436 4.750
C 1.087 -1.724 4.078
C 1.014 -1.578 2.705
C 2.110 -1.144 1.966
C 1.995 -0.877 0.487
H 4.310 -0.801 4.541
H 2.313 -1.518 5.828
H 0.216 -2.046 4.631
H 0.096 -1.789 2.176
H 2.943 -1.123 -0.013
H 1.907 0.225 0.414
```

⟨S²⟩ ... 9.337
Total charge ... -2
LUMO level (alpha / beta) ... 4.44 / 4.44 eV
Spin multiplicity ... 6
Orbital gap (alpha / beta) ... 5.918 / 5.939 eV

These are the Löwdin partial charges, in e, on atoms 1 to 8: 1.326 -0.368 -0.351 -0.261 -0.253 -0.274 -0.082 -0.044



ORCA calculation (ωB97M-V/def2-TZVPD) on a molecular structure, C35H36Cl3GeN3O3Y.

Structure (XYZ):
```
82
C35H36Cl3GeN3O3Y, DFT ωB97M-V/def2-TZVPD
Y -1.596 -0.892 -0.883
Cl -2.433 5.307 -5.052
C -2.089 3.800 -4.307
C -1.657 2.729 -5.099
C -1.357 1.502 -4.539
Cl -0.832 0.199 -5.530
C -1.470 1.298 -3.160
O -1.151 0.147 -2.620
C -1.955 2.377 -2.368
C -2.218 2.230 -0.987
O -2.141 1.162 -0.308
C -2.240 3.632 -2.956
H -1.554 2.867 -6.168
H -2.534 3.127 -0.447
H -2.587 4.449 -2.337
C -4.401 1.672 6.398
C -4.317 0.193 6.793
C -5.704 -0.445 6.607
C -3.961 0.124 8.285
C -3.236 -0.566 5.945
O -3.030 -1.882 6.451
C -1.876 0.172 5.957
C -0.669 -0.778 6.016
C -0.480 -1.439 7.340
C -0.259 -0.654 8.502
C -0.011 -1.240 9.704
C 0.020 -2.662 9.787
Cl 0.330 -3.388 11.258
C -0.200 -3.466 8.638
C -0.445 -2.859 7.446
C -3.781 -0.722 4.511
N -2.830 -1.152 3.482
C -2.536 -0.521 2.352
N -1.767 -1.295 1.584
C -1.621 -2.426 2.345
N -2.250 -2.376 3.487
H -5.185 2.152 6.985
H -4.668 1.817 5.350
H -3.477 2.216 6.596
H -6.382 -0.064 7.370
H -5.684 -1.533 6.706
H -6.145 -0.197 5.641
H -4.683 0.717 8.845
H -2.972 0.529 8.506
H -4.017 -0.886 8.703
H -3.581 -2.015 7.228
H -1.832 0.854 6.805
H -1.778 0.808 5.074
H 0.232 -0.179 5.834
H -0.727 -1.539 5.240
H -0.257 0.425 8.422
H 0.179 -0.660 10.597
H -0.169 -4.543 8.739
H -0.632 -3.448 6.558
H -4.173 0.229 4.153
H -4.586 -1.453 4.515
H -2.884 0.469 2.099
H -1.034 -3.280 2.047
Ge -4.331 -1.736 -1.976
C -2.793 -2.893 -1.983
C -1.897 -2.706 -3.056
C -0.598 -3.193 -2.987
C -0.169 -3.882 -1.855
C -1.057 -4.111 -0.802
C -2.354 -3.622 -0.859
C -5.532 -1.586 -0.507
C -6.353 -0.453 -0.473
C -7.235 -0.269 0.579
C -7.304 -1.210 1.599
C -6.494 -2.339 1.570
C -5.608 -2.529 0.523
H -4.617 -1.130 -3.335
H -2.199 -2.128 -3.922
H 0.080 -3.028 -3.815
H 0.841 -4.267 -1.805
H -0.734 -4.686 0.057
H -3.019 -3.783 -0.018
H -6.323 0.276 -1.275
H -7.883 0.597 0.592
H -8.012 -1.075 2.407
H -6.579 -3.089 2.346
H -5.020 -3.439 0.491
```

Total charge ... +3
ΔE to the lowest compared entry with this formula, charge and spin ... 0.840 eV
LUMO level (alpha / beta) ... -9.46 / -10.62 eV
Orbital gap (alpha / beta) ... 5.713 / 4.366 eV

These are the Löwdin partial charges, in e, on atoms 1 to 8: 1.587 0.765 -0.648 -0.052 -0.567 0.774 -0.338 -0.249